P.
The following is a quantum chemistry calculation of 4 unconnected molecules or ions with the total composition C4H14NO3, from the Open Molecules 2025 dataset.

ORCA input file:
```
! wB97M-V def2-TZVPD RIJCOSX def2/J DEFGRID3
* xyz 1 1
O -2.82 1.78 -0.99
O -3.97 -0.41 -4.76
O -1.34 0.85 1.13
N 1.09 0.09 0.17
C 2.14 -0.50 2.23
C 3.29 -1.00 3.01
C 0.70 -0.13 -1.02
C 1.93 -0.75 0.94
H -3.78 0.35 -5.33
H 3.89 -1.72 2.46
H -1.87 1.14 0.36
H 0.63 0.81 0.74
H 1.01 -0.92 -1.69
H 1.47 0.12 2.79
H -3.75 1.98 -0.81
H 3.96 -0.22 3.35
H 2.51 -1.48 0.39
H 2.92 -1.49 3.90
H 0.13 0.64 -1.49
H -3.32 -1.03 -5.14
H -1.98 0.38 1.68
H -2.86 1.51 -1.92
*
```

Output
**Molar mass**: 124.16 g mol⁻¹
**Kohn-Sham gap**: 9.224 eV

Q.
The following is a quantum chemistry calculation of 4 unconnected molecules or ions with the total composition C4H14NO3, from the Open Molecules 2025 dataset.

ORCA input file:
```
! wB97M-V def2-TZVPD RIJCOSX def2/J DEFGRID3
* xyz 1 1
O -2.68 -1.25 -1.94
O -1.21 2.53 0.81
O -0.49 0.44 -0.85
N -0.36 -2.38 -0.85
C 0.52 -0.14 -1.22
C 1.95 1.64 2.70
C 0.59 -1.56 -1.31
C 2.33 0.18 2.33
H 2.83 -0.36 3.14
H 1.24 2.09 2.00
H -1.18 1.94 0.05
H -3.53 -0.81 -1.82
H -1.29 -2.48 -1.30
H -2.01 -0.65 -1.59
H 1.59 1.77 3.70
H -0.05 -3.33 -0.61
H 1.36 0.39 -1.66
H 2.74 0.15 1.34
H 1.30 -0.27 2.28
H 1.47 -1.98 -1.84
H -1.66 3.35 0.57
H 2.91 2.15 2.69
*
```

Output
**Molar mass**: 124.16 g mol⁻¹
**Kohn-Sham gap**: 5.377 eV

Most stable one: P, least stable one: Q.

P.
The following is a quantum chemistry calculation of a gas-phase ion, C5H11N4 (charge +1), from the Open Molecules 2025 dataset.

ORCA input file:
```
! wB97M-V def2-TZVPD RIJCOSX def2/J DEFGRID3
* xyz 1 1
N -2.56 0.11 -0.57
N -1.07 1.47 0.46
N 2.10 0.66 -0.71
N 1.01 -0.13 1.41
C 0.26 -0.45 0.35
C 0.80 -0.03 -1.04
C -2.28 1.17 0.24
C -0.93 -1.37 0.37
C -1.98 -0.98 -0.58
H 2.43 1.43 -1.33
H -2.27 -1.80 -1.20
H 3.02 0.03 -0.70
H -0.44 -2.30 0.02
H -1.30 -1.42 1.35
H -0.91 2.32 1.04
H 1.09 -0.59 2.36
H 0.79 -0.89 -1.70
H 0.08 0.66 -1.47
H 1.82 0.41 1.03
H -3.11 1.61 0.80
*
```

Output
**SMILES**: [H]/N=C/N=C\CC(=[NH2+])CN
**Molar mass**: 127.17 g mol⁻¹
**Kohn-Sham gap**: 10.112 eV

Q.
The following is a quantum chemistry calculation of a gas-phase ion, C5H11N4 (charge +1), from the Open Molecules 2025 dataset.

ORCA input file:
```
! wB97M-V def2-TZVPD RIJCOSX def2/J DEFGRID3
* xyz 1 1
N -0.09 0.86 0.65
N 0.40 -1.83 0.22
N -2.28 1.51 0.17
N 2.27 0.64 0.85
C 1.35 0.27 -1.27
C 1.11 0.52 0.18
C -0.86 -1.91 0.34
C -1.76 -0.85 0.04
C -1.39 0.44 0.24
H 0.97 -2.60 0.56
H 3.05 0.65 0.20
H 2.24 0.62 1.82
H 1.65 1.09 -1.83
H -3.15 1.25 -0.34
H -1.30 -2.78 0.61
H -2.77 -0.98 -0.14
H 1.99 -0.59 -1.44
H 0.46 -0.13 -1.90
H -1.87 2.28 -0.35
H -0.03 1.55 1.39
*
```

Output
**SMILES**: [H]/N=C/C=C(/N)NC(C)=[NH2+]
**Molar mass**: 127.17 g mol⁻¹
**Kohn-Sham gap**: 9.263 eV

Most stable one: Q, least stable one: P.

P.
The following is a quantum chemistry calculation of C8H10O in the gas phase, from the Open Molecules 2025 dataset.

ORCA input file:
```
! wB97M-V def2-TZVPD RIJCOSX def2/J DEFGRID3
* xyz 0 1
O -3.39 -0.60 -0.12
C -1.45 1.89 1.29
C -1.37 -1.19 0.88
C -2.47 -0.16 0.54
C -2.54 1.20 1.05
C 0.00 -0.90 0.33
C 0.45 0.49 0.51
C -0.03 -0.31 -1.15
C 1.90 0.84 0.54
H -3.53 1.65 1.06
H 2.19 1.93 0.67
H 0.90 -0.66 -1.74
H -0.99 -0.60 -1.74
H -1.21 -1.19 1.93
H -1.82 -2.05 0.46
H 0.74 -1.70 0.30
H 2.60 0.50 -0.26
H 2.26 0.35 1.48
H -0.12 0.86 -1.04
*
```

Output
**Molar mass**: 122.17 g mol⁻¹
**Kohn-Sham gap**: 8.559 eV

Q.
The following is a quantum chemistry calculation of C8H10O in the gas phase, from the Open Molecules 2025 dataset.

ORCA input file:
```
! wB97M-V def2-TZVPD RIJCOSX def2/J DEFGRID3
* xyz 0 1
O 0.75 -0.92 -2.53
C -0.64 -0.31 1.23
C 0.35 0.06 -2.04
C -0.74 1.17 0.87
C -1.17 1.43 -0.58
C 0.44 -1.18 0.66
C -0.07 1.20 -1.59
C -0.75 -1.38 0.18
C 1.87 -1.50 0.72
H 0.21 1.67 1.07
H 0.47 2.06 -1.95
H 2.27 -1.58 -0.29
H -2.03 0.80 -0.81
H -1.01 -0.53 2.23
H -1.48 2.47 -0.68
H 2.01 -2.47 1.21
H -1.40 -1.89 -0.48
H -1.49 1.63 1.52
H 2.42 -0.74 1.27
*
```

Output
**SMILES**: CC1=C[C@@H]1CCC=C=O
**Molar mass**: 122.17 g mol⁻¹
**Kohn-Sham gap**: 9.422 eV

Most stable one: Q, least stable one: P.

P.
The following is a quantum chemistry calculation of 2 unconnected molecules or ions with the total composition C3H9N2O, from the Open Molecules 2025 dataset.

ORCA input file:
```
! wB97M-V def2-TZVPD RIJCOSX def2/J DEFGRID3
* xyz -1 1
O -0.52 1.16 0.04
N -2.01 -2.09 0.96
N 3.27 0.72 -0.85
C -1.87 -0.82 0.24
C -0.63 -0.03 0.67
C 2.19 1.35 -1.11
H 0.26 -0.70 0.52
H 1.37 1.40 -0.38
H -2.90 -2.53 0.78
H -0.71 0.05 1.79
H -1.97 -1.91 1.96
H 2.03 1.84 -2.08
H -1.80 -1.00 -0.84
H 3.91 0.76 -1.66
H -2.72 -0.14 0.36
*
```

Output
**Molar mass**: 89.12 g mol⁻¹
**Kohn-Sham gap**: 6.892 eV

Q.
The following is a quantum chemistry calculation of 2 unconnected molecules or ions with the total composition C3H9N2O, from the Open Molecules 2025 dataset.

ORCA input file:
```
! wB97M-V def2-TZVPD RIJCOSX def2/J DEFGRID3
* xyz -1 1
O -0.98 0.30 2.20
N -0.22 0.82 1.32
N -2.19 0.67 -1.33
C 0.06 -1.36 0.08
C 1.43 0.76 -0.50
C 0.75 -0.06 0.66
H 0.81 -1.97 -0.43
H -0.32 -1.69 0.99
H -0.83 -1.08 -0.46
H 0.78 0.78 -1.47
H 1.58 -0.28 1.41
H -1.61 0.62 -0.45
H 2.36 0.30 -0.77
H 1.61 1.73 -0.22
H -3.23 0.45 -1.05
*
```

Output
**Molar mass**: 89.12 g mol⁻¹
**Kohn-Sham gap (spin up / spin down)**: 4.426 / 4.422 eV

Most stable one: P, least stable one: Q.